Record 1
Molecular formula: C5H7N
Method: DFT, the ωB97M-V functional and the def2-TZVPD basis

Computed properties:
Molar mass in g mol⁻¹: 81.1
Energy relative to the best compared isomer or geometry (same formula, charge and spin) in eV: 1.986
Structure (SMILES): C1=C[C@@H]2CN2C1
Energy in eV: -6786.5268
Highest occupied orbital energy in eV: -8.8

Positions of all 13 atoms, in Å:
C 0.6289 -1.1325 -0.2137
C 1.4072 0.1225 0.1268
C 0.6569 1.1819 -0.1201
C -0.7320 0.7800 -0.5334
C -1.4761 -0.0340 0.4824
H 0.6741 -1.8412 0.5903
H 1.1217 -1.6015 -1.1026
H 2.4007 0.0373 0.5613
H 0.9146 2.2429 0.1423
H -1.2601 1.2602 -1.3424
H -1.1043 -0.0319 1.5330
H -2.5236 -0.3053 0.4453
N -0.7080 -0.6786 -0.5691

Force components x, y, z for each atom (eV/Å):
1.17 0.52 -1.22
-0.14 -0.64 0.08
-0.18 1.94 0.97
0.27 -0.36 0.16
0.40 -0.33 1.02
-0.37 -0.49 0.45
-0.51 0.08 0.56
-0.16 0.43 -0.18
-0.17 -1.18 -0.55
0.04 0.25 -0.04
0.07 0.06 -0.92
-0.16 0.52 -0.28
-0.25 -0.81 -0.05

Record 2
Molecular formula: C2H7O2
Method: DFT, the ωB97M-V functional and the def2-TZVPD basis

Computed properties:
Total charge: +2
Spin multiplicity: 2
<S²>: 0.75
Molar mass in g mol⁻¹: 63.1
Energy relative to the best compared isomer or geometry (same formula, charge and spin) in eV: 2.322
Energy in eV: -6257.6770
Highest occupied orbital energy (alpha / beta) in eV: -22.2 / -22.2

Positions of all 11 atoms, in Å:
O -0.2376 -2.1579 1.5196
H -0.5702 -3.0647 1.2192
H 0.2820 0.8660 -2.0920
H -0.2004 -2.2597 2.5282
C 0.9156 0.8430 -1.2030
C -0.0361 0.8580 -0.1193
O -1.1919 1.3158 -0.3565
H 1.6165 0.0459 -1.1889
H 1.4548 1.7831 -1.3967
H -0.0359 0.4610 0.8968
H -1.9966 1.3096 0.1926

Force components x, y, z for each atom (eV/Å):
-0.25 -0.87 0.70
0.05 -0.01 -0.41
0.05 -0.46 -0.32
0.19 0.28 0.01
-0.79 0.88 -0.67
-1.91 0.32 0.98
0.16 0.63 -1.93
0.62 -0.69 0.21
0.11 0.16 0.75
1.28 -0.16 -0.06
0.50 -0.08 0.76

Record 3
Molecular formula: C16H50N4O7
Method: DFT, the ωB97M-V functional and the def2-TZVPD basis

Computed properties:
Molar mass in g mol⁻¹: 410.6
Energy relative to the best compared isomer or geometry (same formula, charge and spin) in eV: 0.438
Structure (SMILES): COC[C@H](C)N.COC[C@H](C)N.COC[C@H](C)N.COC[C@H](C)N.O.O.O
Energy in eV: -37693.8779
Highest occupied orbital energy in eV: -9.1

Positions of all 77 atoms, in Å:
O 2.0822 -0.8407 3.0375
H 2.5013 -1.2834 3.7846
H 2.6505 -0.0833 2.8500
O -0.0413 -0.9139 1.0086
H 0.3712 -0.9968 0.1185
H 0.7050 -0.9092 1.6274
O -2.9174 -0.8551 0.6942
H -2.9414 0.0262 0.2940
H -1.9698 -1.0014 0.8659
C 1.6090 -6.9585 4.1667
C 2.9858 -6.2992 4.3229
C 3.0023 -4.9013 3.7386
O 3.0676 -4.9713 2.3326
C 3.0002 -3.6826 1.7732
N 3.3582 -6.2679 5.7610
H 0.8314 -6.4152 4.6978
H 1.6751 -8.0069 4.4513
H 1.3749 -6.8905 3.1004
H 3.7550 -6.8799 3.8000
H 3.8249 -4.3230 4.1864
H 2.0808 -4.3526 3.9820
H 3.1522 -3.7089 0.6960
H 3.7947 -3.0701 2.2177
H 2.0418 -3.1891 1.9576
H 3.3346 -7.2121 6.1255
H 4.3332 -5.9728 5.7615
C -5.8311 1.8997 -0.6248
C -5.0579 1.8297 -1.9321
C -3.6177 2.3570 -1.8099
O -3.0106 1.6307 -0.7478
C -1.7603 2.1602 -0.3793
N -5.1087 0.4614 -2.4609
H -6.8403 1.5055 -0.7555
H -5.9152 2.9441 -0.3200
H -5.4104 1.2829 0.1692
H -5.5777 2.4433 -2.6787
H -3.6126 3.4346 -1.6158
H -3.0972 2.1374 -2.7472
H -1.1090 1.3662 -0.0057
H -1.8480 2.9693 0.3485
H -1.1198 2.5816 -1.1654
H -4.5554 0.3488 -3.3081
H -4.5835 -0.1064 -1.7880
C -1.2910 -1.4484 -2.4680
C -0.3353 -0.3879 -3.0410
C 1.1354 -0.7359 -2.7722
O 1.4220 -0.6109 -1.3975
C 2.8271 -0.6993 -1.1401
N -0.6487 -0.3037 -4.4874
H -1.0318 -1.7492 -1.4565
H -1.1648 -2.3589 -3.0603
H -2.2995 -1.0541 -2.5019
H -0.5791 0.6037 -2.6513
H 1.7473 -0.1180 -3.4442
H 1.2881 -1.7764 -3.0975
H 3.3179 0.0437 -1.7730
H 3.2180 -1.7055 -1.3097
H 2.9441 -0.4444 -0.0865
H 0.0611 0.3184 -4.8708
H -0.5823 -1.2107 -4.9344
C -0.8249 5.7875 0.1426
C 0.6420 5.8372 -0.3384
C 0.9846 4.5661 -1.1139
O 1.1177 3.4862 -0.2088
C 1.6193 2.3290 -0.8193
N 0.8528 6.9955 -1.1982
H -0.9866 5.0795 0.9593
H -1.5607 5.6224 -0.6476
H -1.1039 6.7551 0.5756
H 1.2674 5.8248 0.5536
H 1.9665 4.7440 -1.5762
H 0.2075 4.3189 -1.8496
H 1.1800 2.0674 -1.7956
H 1.5045 1.5392 -0.0831
H 2.6642 2.4632 -1.1513
H 0.0722 7.0917 -1.8432
H 0.7626 7.8430 -0.6435

Force components x, y, z for each atom (eV/Å):
0.27 0.26 -0.02
-0.14 -0.04 -0.07
-0.10 -0.04 0.09
0.57 -0.07 -0.67
-0.30 0.15 0.61
-0.28 -0.09 0.13
0.32 0.04 -0.04
-0.19 -0.18 0.00
-0.29 0.02 0.10
0.86 0.34 -0.92
-0.34 -0.54 0.73
-0.53 0.25 0.24
0.27 -0.16 -0.19
0.20 0.29 0.14
0.17 0.67 -0.71
0.08 -0.09 0.32
-0.30 -0.02 0.11
-0.18 -0.27 0.06
-0.28 -0.03 -0.42
0.22 -0.01 -0.31
-0.03 -0.13 0.36
0.06 -0.36 0.00
-0.03 0.20 -0.12
-0.07 -0.10 0.13
0.00 -0.02 0.03
-0.10 -0.10 0.48
-0.36 -0.03 -0.09
0.02 -0.07 -0.73
-0.87 -0.62 0.30
0.53 0.55 -0.53
1.14 0.11 0.25
0.66 -0.54 0.68
-0.01 0.14 -0.27
0.08 -0.08 0.28
0.37 0.22 -0.03
0.11 0.17 0.15
0.11 0.04 0.12
0.18 0.19 -0.05
-0.39 -0.10 0.48
-0.17 -0.16 0.21
-0.70 -0.02 -0.61
-0.18 0.38 -0.10
-0.40 -0.14 -0.06
0.89 0.35 0.07
-0.79 -0.80 -0.35
-1.04 -0.43 -0.60
0.66 -0.08 -0.36
-0.77 0.30 0.17
0.75 0.59 0.67
-0.16 0.26 0.22
-0.33 0.04 -0.18
-0.21 -0.30 0.03
0.18 -0.07 0.32
0.34 0.25 0.51
0.11 -0.01 0.03
0.35 -0.15 0.12
-0.02 0.02 -0.17
0.20 0.00 -0.06
-0.30 -0.21 -0.53
0.16 0.00 0.00
0.00 0.44 0.81
-1.75 -0.76 -0.20
0.75 0.22 0.43
-0.43 0.18 -0.12
0.66 0.17 -0.49
0.25 0.52 0.10
0.05 -0.25 -0.28
0.24 -0.28 -0.19
0.18 0.05 -0.03
0.32 0.43 -0.18
-0.25 -0.08 -0.38
0.17 0.17 -0.22
-0.82 0.02 0.45
0.09 -0.19 -0.30
0.18 0.03 0.67
0.09 -0.34 -0.12
0.28 -0.10 0.09

Record 4
Molecular formula: C6H5ClS
Method: DFT, the ωB97M-V functional and the def2-TZVPD basis

Computed properties:
Molar mass in g mol⁻¹: 144.6
Energy relative to the best compared isomer or geometry (same formula, charge and spin) in eV: 0.258
Structure (SMILES): C=C1C(=S)C=C[C@@H]1Cl
Energy in eV: -29659.3865
Highest occupied orbital energy in eV: -8.8

Positions of all 13 atoms, in Å:
C -1.0900 -0.1481 0.3143
C -0.5935 -1.5709 0.0627
C 0.7118 -1.5922 -0.1876
C 1.2634 -0.1894 -0.2413
C 0.1335 0.7320 -0.0303
C 0.1826 2.0547 0.0464
H -1.3325 0.0181 1.3781
H -1.2604 -2.4112 0.0829
H 1.3407 -2.4227 -0.4425
H 1.0940 2.5870 -0.1083
H -0.7447 2.5922 0.1954
S 2.8551 0.1519 -0.4483
Cl -2.5602 0.1986 -0.6214

Force components x, y, z for each atom (eV/Å):
0.83 -0.13 0.17
-0.06 0.95 0.18
0.27 1.51 -0.47
0.76 -1.03 0.02
-0.41 -0.71 0.60
-0.74 -0.48 -0.27
-0.11 -0.19 -0.46
-0.17 -0.21 0.11
0.07 -0.30 0.14
0.46 0.27 -0.12
0.10 0.20 0.14
-0.88 0.01 0.06
-0.12 0.13 -0.09

Record 5
Molecular formula: C6H12O
Method: DFT, the ωB97M-V functional and the def2-TZVPD basis

Computed properties:
Molar mass in g mol⁻¹: 100.2
Energy relative to the best compared isomer or geometry (same formula, charge and spin) in eV: 3.909
Structure (SMILES): COCC1(C)CC1
Energy in eV: -8460.4448
Highest occupied orbital energy in eV: -8.4

Positions of all 19 atoms, in Å:
C -2.6336 0.1847 -0.6952
O -1.9257 -0.6122 0.2279
C -0.9026 0.0072 0.9242
C 0.7286 -0.0796 0.1847
C 0.6914 -1.0686 -0.9271
C 1.7276 1.0979 0.1065
C 1.8548 0.0342 1.1600
H -1.9633 0.5630 -1.4774
H -3.1189 1.0341 -0.1966
H -3.3953 -0.4506 -1.1609
H -0.4926 0.9433 0.6291
H -0.7579 -0.5292 1.8541
H 0.1101 -0.6881 -1.7778
H 0.1930 -1.9680 -0.5605
H 1.6925 -1.3207 -1.2842
H 1.4601 2.1096 0.4185
H 2.4687 1.0975 -0.7026
H 1.5977 0.3317 2.1790
H 2.6655 -0.6862 1.0983

Force components x, y, z for each atom (eV/Å):
0.02 0.18 -0.17
0.29 0.09 -0.08
2.93 -0.99 -1.41
-0.27 -1.07 0.28
0.16 -0.32 -0.13
-0.55 -0.09 -0.08
-0.06 -0.34 0.09
-0.11 0.02 0.03
0.08 -0.10 -0.06
0.19 0.14 0.15
-2.30 2.41 1.23
0.02 0.76 0.22
0.12 -0.09 0.17
0.10 -0.12 -0.22
0.00 -0.05 -0.06
-0.11 -0.29 0.06
-0.52 -0.16 0.18
0.02 -0.11 -0.21
0.00 0.12 0.02

energy relative to the best compared isomer or geometry (same formula, charge and spin) of number 5 (C6H12O)?
3.909 eV

The highest molar mass belongs to which entry?
C16H50N4O7

Which formula does entry 2 have?
C2H7O2